<1>
ORCA calculation (ωB97M-V/def2-TZVPD) on a cluster of 2 separate species, C9H14 in total.

Geometry (Å):
C 0.218 -3.630 -1.681
C -0.577 -3.564 -0.367
H -0.348 -3.331 -2.564
H 1.028 -2.903 -1.644
H 0.663 -4.611 -1.786
H -1.544 -3.056 -0.418
H -0.044 -3.011 0.388
H -0.725 -4.567 0.002
C -0.302 3.750 1.697
C 1.218 1.918 0.913
C -0.042 2.515 0.878
C 1.447 0.731 0.213
C 0.453 0.142 -0.552
C -1.027 1.956 0.060
C -0.772 0.793 -0.641
H 1.976 2.284 1.593
H 2.427 0.302 0.388
H 0.472 4.493 1.489
H -0.347 3.595 2.782
H 0.629 -0.808 -1.025
H -1.973 2.482 -0.004
H -1.559 0.308 -1.197
H -1.271 4.215 1.478

- lowest unoccupied orbital energy (Ha) = 0.0385
- structure (SMILES) = Cc1ccccc1.CC
- total charge = 0
- Kohn-Sham gap (eV) = 10.1
- HOMO level (eV) = -9.053

<2>
ORCA calculation (ωB97M-V/def2-TZVPD) on a cluster of 2 separate species, C9H14 in total.

Geometry (Å):
C -2.337 -1.971 -0.706
C 1.308 -1.024 -0.825
C 0.035 -1.357 -1.250
C 1.727 -1.173 0.486
C -0.897 -1.796 -0.320
C 0.788 -1.644 1.406
C -0.516 -1.873 1.028
H 2.022 -0.613 -1.534
H -0.288 -1.158 -2.265
H 2.654 -0.771 0.863
H 1.078 -1.661 2.447
H -2.995 -1.456 -0.012
H -2.689 -3.020 -0.640
H -1.247 -2.302 1.706
H -2.478 -1.810 -1.767
C 0.674 2.912 -0.576
C 0.303 3.054 0.906
H 1.661 3.309 -0.782
H 0.568 1.859 -0.852
H -0.050 3.427 -1.208
H -0.341 2.220 1.194
H -0.152 4.001 1.163
H 1.172 2.847 1.539

- lowest unoccupied orbital energy (Ha) = 0.0367
- structure (SMILES) = Cc1ccccc1.CC
- total charge = 0
- Kohn-Sham gap (eV) = 10.0
- HOMO level (eV) = -9.029

<3>
ORCA calculation (ωB97M-V/def2-TZVPD) on a cluster of 2 separate species, C9H14 in total.

Geometry (Å):
C -2.245 -1.075 1.294
C 1.797 -2.198 0.461
C 1.185 -2.671 1.631
C 1.150 -1.283 -0.349
C -0.127 -2.331 1.934
C -0.157 -0.911 0.001
C -0.819 -1.525 1.043
H 2.850 -2.451 0.408
H 1.676 -3.432 2.220
H 1.702 -0.684 -1.061
H -0.635 -2.648 2.836
H -0.544 -0.055 -0.531
H -2.193 -0.313 2.078
H -2.899 -1.905 1.594
H -2.831 -0.670 0.476
C 0.638 3.624 -1.414
C -0.077 2.441 -2.110
H 1.382 4.067 -2.057
H -0.035 4.378 -1.005
H 1.018 3.193 -0.476
H 0.554 2.201 -2.962
H -1.081 2.719 -2.437
H -0.309 1.530 -1.574

- lowest unoccupied orbital energy (Ha) = 0.0362
- structure (SMILES) = Cc1ccccc1.CC
- total charge = 0
- Kohn-Sham gap (eV) = 10.0
- HOMO level (eV) = -9.014

<4>
ORCA calculation (ωB97M-V/def2-TZVPD) on a cluster of 2 separate species, C9H14 in total.

Geometry (Å):
C -0.843 -1.213 -1.949
C -2.429 0.179 -0.369
C -1.237 0.008 -1.136
C -2.442 1.219 0.564
C -1.430 2.237 0.489
C -0.389 1.105 -1.289
C -0.391 2.145 -0.369
H -3.338 -0.466 -0.569
H -3.245 1.140 1.349
H -1.664 -1.992 -2.055
H 0.035 -1.679 -1.373
H -1.514 2.896 1.369
H 0.303 0.990 -2.082
H 0.365 2.842 -0.284
H -0.522 -0.928 -2.977
C 2.403 -0.796 2.081
C 2.278 -1.303 0.635
H 3.193 0.069 1.994
H 1.444 -0.512 2.557
H 2.806 -1.607 2.682
H 3.296 -1.687 0.371
H 1.446 -2.151 0.427
H 1.874 -0.499 -0.065

- lowest unoccupied orbital energy (Ha) = 0.0369
- structure (SMILES) = Cc1ccccc1.CC
- total charge = 0
- Kohn-Sham gap (eV) = 9.8
- HOMO level (eV) = -8.843

Energies in kcal/mol, measured from the most stable structure: <1> 0.0; <2> 2.9; <3> 13.1; <4> 30.1.

<1>
ORCA calculation (ωB97M-V/def2-TZVPD) on the molecule C2H4ClN2P.

Geometry (Å):
C 0.128 -0.777 -0.010
C 1.213 0.288 -0.069
N -1.217 -0.425 -0.096
N 1.107 1.543 -0.153
P -2.186 0.682 0.227
Cl -3.848 -0.463 -0.069
H 0.517 -1.476 -0.812
H 0.093 -1.334 0.922
H 2.260 -0.142 0.211
H 1.934 2.105 -0.151

- lowest unoccupied orbital energy (Ha) = -0.0047
- structure (SMILES) = [H]/N=C/C/N=P/Cl
- total charge = 0
- Kohn-Sham gap (eV) = 9.0
- HOMO level (eV) = -9.152

<2>
ORCA calculation (ωB97M-V/def2-TZVPD) on a structure of composition C2H4ClN2P.

Geometry (Å):
C 0.780 0.610 -0.331
C -0.223 -0.552 -0.515
N 0.395 1.765 -0.024
N -1.452 0.142 -0.131
P -1.284 1.911 -0.044
Cl -2.917 -0.681 0.017
H 1.715 0.221 -0.099
H -0.207 -0.749 -1.614
H -0.095 -1.264 0.225
H -1.633 2.244 1.422

- lowest unoccupied orbital energy (Ha) = 0.0269
- total charge = 0
- Kohn-Sham gap (eV) = 9.0
- HOMO level (eV) = -8.235

Energies in kcal/mol, measured from the most stable structure: <1> 0.0; <2> 36.5.

<1>
ORCA calculation (ωB97M-V/def2-TZVPD) on the molecule C2H4ClN2P.

Geometry (Å):
C -0.938 0.226 -0.158
C -0.732 -0.508 1.018
N -0.073 -0.983 -0.386
N 1.457 0.549 -1.402
P 1.625 -0.729 -0.553
Cl 0.545 0.164 1.935
H -1.997 -0.092 -0.416
H -0.608 1.286 -0.140
H -1.496 -1.097 1.699
H 2.215 1.185 -1.597

- lowest unoccupied orbital energy (Ha) = 0.0038
- structure (SMILES) = [H]/N=P/N1C[C@@H]1Cl
- total charge = 0
- Kohn-Sham gap (eV) = 9.3
- HOMO level (eV) = -9.213

<2>
ORCA calculation (ωB97M-V/def2-TZVPD) on the molecule C2H4ClN2P.

Geometry (Å):
C -0.604 -1.780 -0.292
C -0.411 1.905 0.152
N 0.504 -1.636 0.291
N 0.036 0.801 -0.179
P 0.997 -0.163 0.951
Cl 2.796 -0.202 -0.269
H -1.446 -1.115 -0.296
H -0.666 -2.681 -0.880
H -0.465 2.210 1.214
H -0.742 2.662 -0.691

- lowest unoccupied orbital energy (Ha) = -0.0026
- structure (SMILES) = C=NP(Cl)N=C
- total charge = 0
- Kohn-Sham gap (eV) = 9.3
- HOMO level (eV) = -9.373

<3>
ORCA calculation (ωB97M-V/def2-TZVPD) on the molecule C2H4ClN2P.

Geometry (Å):
C 0.599 -0.384 -0.210
C -0.727 -0.436 0.649
N -1.344 0.852 0.699
N 0.766 1.054 -0.506
P -0.571 1.968 -0.090
Cl -1.737 -1.664 -0.228
H 1.562 -0.832 0.270
H 0.323 -0.922 -1.236
H -0.523 -0.879 1.621
H 1.652 1.243 -0.968

- lowest unoccupied orbital energy (Ha) = 0.0029
- structure (SMILES) = Cl[C@H]1CNP=N1
- total charge = 0
- Kohn-Sham gap (eV) = 9.4
- HOMO level (eV) = -9.350

Energies in kcal/mol, measured from the most stable structure: <1> 57.5; <2> 14.6; <3> 0.0.

<1>
ORCA calculation (ωB97M-V/def2-TZVPD) on the molecule C2HBrClF3.

Geometry (Å):
C -0.518 -0.753 -0.237
C 0.338 0.591 0.485
F -1.587 -0.226 -0.894
F -0.261 0.995 1.616
F 1.573 0.092 0.736
Cl 0.656 -1.266 -1.428
Br 0.556 2.146 -0.657
H -0.758 -1.580 0.379

- lowest unoccupied orbital energy (Ha) = 0.0193
- structure (SMILES) = F[C@@H](Cl)C(F)(F)Br
- total charge = 0
- Kohn-Sham gap (eV) = 11.6
- HOMO level (eV) = -11.113

<2>
ORCA calculation (ωB97M-V/def2-TZVPD) on a cluster of 2 separate species, C2HBrClF3 in total.

Geometry (Å):
C -1.057 0.172 0.536
C 1.026 -0.119 -0.371
F -0.839 1.344 1.113
F 0.925 0.332 -1.615
F 2.016 0.480 0.331
Cl -2.178 0.303 -0.738
Br 1.203 -1.976 -0.539
H -1.096 -0.536 1.282

- lowest unoccupied orbital energy (Ha) = -0.0032
- total charge = 0
- Kohn-Sham gap (eV) = 9.3
- HOMO level (eV) = -9.368

Energies in kcal/mol, measured from the most stable structure: <1> 0.0; <2> 47.8.